Entry 1:
Computed, not measured: C50H138N25O7P7 as an isolated structure at a distorted geometry, with the ωB97M-V functional and the def2-TZVPD basis.

The geometry in XYZ format:
```
227
Properties=species:S:1:pos:R:3:forces:R:3
O -1.7834 4.1970 -2.7006 -0.0913 0.6139 -0.0486
P -3.0094 3.4314 -2.5565 -4.4659 -2.0243 -0.4140
N -3.7290 3.3188 -1.0422 0.5346 0.8637 -0.8315
C -2.8445 2.9735 0.1259 -0.1825 0.4963 -1.5913
C -5.1741 3.4127 -0.7648 0.8396 1.3299 -1.1902
N -2.9136 1.7281 -3.0152 -0.6285 -0.5007 -1.2795
C -4.1114 0.7695 -2.9651 1.8951 2.2302 0.6601
C -1.6901 1.0858 -3.6239 -2.9245 1.1911 -2.5741
N -4.3037 4.0338 -3.5027 1.8509 -0.0710 1.8569
C -4.3805 3.6736 -4.8682 0.0084 -0.7075 -0.7051
C -4.9033 5.3278 -3.2234 -0.8502 -0.3195 0.4361
H -1.8295 3.2904 -0.1137 0.0640 0.2005 0.0747
H -2.8148 1.8879 0.2191 -0.1846 0.4522 0.2511
H -3.1620 3.4469 1.0550 0.1192 -0.4284 -1.9898
H -5.9299 3.4826 -1.5471 0.7997 0.2006 -0.6497
H -5.3587 4.2218 -0.0581 -0.0593 0.3171 0.0658
H -5.4194 2.5035 -0.2158 0.1815 2.8372 -8.1713
H -3.8127 -0.1564 -2.4735 0.2730 0.8522 0.1008
H -4.8343 1.2583 -2.3121 -0.4206 -0.1761 -0.3758
H -4.4808 0.4861 -3.9507 -0.1608 0.3505 -0.1257
H -1.4229 0.1556 -3.1224 -0.5610 0.1982 -1.6212
H -1.9453 0.8228 -4.6505 0.2472 0.3479 -0.5257
H -0.9791 1.9090 -3.5542 0.3692 -0.8323 -0.8610
H -4.4002 4.5977 -5.4459 0.0726 -0.3448 -0.5278
H -3.5427 3.0328 -5.1431 0.1054 0.1996 -0.2529
H -5.2722 3.0711 -5.0418 -0.3568 0.1230 -0.4070
H -4.4779 5.9139 -2.4088 0.2398 -0.4300 0.1335
H -5.9308 5.0619 -2.9748 -0.3964 0.7862 0.1522
H -4.9326 5.9852 -4.0923 0.2377 -0.1314 -0.1668
O 1.0700 2.2811 0.1208 -0.0905 -5.0777 1.4444
P 0.7734 0.8669 0.4337 -1.5522 -3.8199 0.8866
N -0.7713 0.2144 -0.0718 0.6556 2.4998 0.3139
C -1.2181 -1.1864 0.0868 3.1583 5.2656 2.6346
C -1.4501 0.8248 -1.2913 2.2276 -1.0730 3.3016
N 0.7905 0.4358 2.1343 -0.6969 -0.3347 -1.9267
C 2.0404 0.3626 2.8486 0.1296 0.1579 -0.6330
C -0.3425 0.7685 3.0371 2.5307 -4.0693 -5.7587
N 1.8829 -0.1517 -0.3296 -1.2664 0.3839 1.8485
C 2.3570 0.2138 -1.6381 -4.4917 1.7574 1.6914
C 2.0845 -1.5369 0.0089 -6.0988 10.6628 8.0949
H -1.0662 -1.4709 1.1280 1.1239 -0.4421 0.0840
H -0.7037 -1.8676 -0.5910 -0.6351 2.6472 0.6721
H -2.3046 -1.2737 0.0883 1.1815 2.9085 0.1987
H -0.7530 0.7371 -2.1247 -0.2473 -0.5903 2.2765
H -1.7021 1.8833 -1.2255 0.5578 -1.2101 0.6589
H -2.3476 0.2253 -1.4431 0.2968 0.1109 0.2062
H 2.5032 1.3494 2.8595 0.4858 0.0592 0.1419
H 1.8979 0.0553 3.8846 -0.1519 -0.1159 -0.1057
H 2.6596 -0.3762 2.3399 0.5689 0.1942 0.2682
H -1.2857 0.8582 2.4982 2.8953 0.1654 -0.6055
H -0.4592 -0.0336 3.7659 0.5192 -0.1322 -4.5972
H -0.2094 1.6679 3.6384 1.9652 -4.1333 0.1388
H 2.6394 -0.6645 -2.2184 -2.4842 0.3698 0.2955
H 1.6522 0.7610 -2.2641 -0.1756 0.0293 0.5855
H 3.2671 0.7678 -1.4084 -2.3772 1.4643 0.7498
H 3.1493 -1.7494 -0.0864 0.1035 3.0159 2.1339
H 1.4827 -2.2344 -0.5738 -2.4918 2.6166 1.9220
H 1.8749 -1.6590 1.0715 -0.2889 -0.3545 0.2804
O -4.1087 3.4678 2.2935 -3.9630 -2.5656 2.7654
P -4.4142 2.1920 3.0475 0.6983 -2.4194 0.3472
N -3.1279 0.9553 3.2117 -3.8922 2.0959 -0.3954
C -2.1875 1.1409 4.2377 -1.6318 2.1149 1.2064
C -2.7662 0.0961 2.0724 -0.7618 3.0840 1.0787
N -5.5773 1.2305 2.2347 -0.0958 0.4574 0.1675
C -5.7112 1.3907 0.7974 -0.2567 -2.2698 3.7644
C -6.3381 0.1282 2.7716 -0.4608 -0.4572 1.9879
N -4.9433 2.4924 4.6514 1.2922 -0.6504 -1.6281
C -5.3486 1.4081 5.5199 -0.9377 -0.1524 0.5655
C -5.5034 3.8229 4.8383 -0.0038 0.6974 -0.5790
H -1.7781 0.2236 4.6606 -2.7195 0.7225 -0.0953
H -2.5347 1.8590 4.9806 -0.3684 -0.4031 0.4058
H -1.3136 1.6010 3.7765 -3.0942 0.6713 2.8691
H -2.6490 0.7017 1.1736 0.2873 -0.6481 0.1772
H -3.4903 -0.7030 1.9134 -0.0574 9.3836 3.4123
H -1.8452 -0.4525 2.2694 -0.7567 -0.1234 0.0791
H -5.0382 0.6967 0.2939 -0.0203 -0.1063 -0.6369
H -6.7604 1.1805 0.5898 0.0616 0.3334 -0.7219
H -5.4082 2.4067 0.5442 -0.5534 -2.2084 7.3322
H -5.7437 -0.6721 3.2124 0.1483 0.2094 0.0965
H -7.0073 0.3947 3.5897 0.0122 0.5511 0.0774
H -7.0379 -0.3884 2.1147 0.3769 0.4362 -0.8357
H -6.3865 1.1069 5.3776 -0.3057 0.1349 -0.2125
H -4.7988 0.4722 5.4213 0.5370 0.3984 -0.2451
H -5.3385 1.7160 6.5655 0.4925 0.1637 0.0514
H -6.2741 4.0032 4.0889 -0.5122 0.0796 0.2773
H -4.7679 4.5984 4.6244 0.2915 -0.1844 0.0492
H -5.8671 4.0414 5.8423 -0.0791 -0.5850 0.0079
O 0.2540 6.8509 1.9456 -0.1011 -0.4985 0.6676
P 0.6742 5.5004 2.3924 0.0339 -1.0343 0.6174
N 1.2983 5.5211 4.0128 -0.6980 1.6585 -0.1846
C 1.5681 6.8729 4.5753 -0.4635 -0.5501 -0.5741
C 1.6920 4.4004 4.8675 0.2518 0.7126 -1.0196
N 1.9021 4.8488 1.4296 -0.9687 -0.9032 2.1552
C 3.3059 5.0744 1.7524 -0.7820 0.8707 0.0363
C 1.6316 4.4096 0.1234 0.7307 1.5477 -2.2622
N -0.5653 4.3469 2.4072 1.5649 0.1314 -1.4167
C -1.9483 4.7176 2.6714 0.9122 -0.2455 0.0442
C -0.3000 2.8743 2.5195 -0.5350 5.5393 -0.7983
H 1.3446 6.9438 5.6398 0.4216 -0.5171 0.2070
H 0.8714 7.6068 4.1702 0.3285 -0.0745 -0.5421
H 2.6030 7.1108 4.3295 0.0441 0.5701 0.4043
H 2.4086 3.8525 4.2556 -0.2782 -1.0868 0.3526
H 0.8379 3.8617 5.2778 0.0042 -0.4712 -0.3553
H 2.2582 4.7255 5.7404 0.0216 0.4482 -0.1062
H 3.9772 4.6640 0.9981 -0.2454 -0.1067 -0.0653
H 3.3883 6.1612 1.7372 0.9386 0.1198 0.3008
H 3.5583 4.6606 2.7287 0.1437 0.1551 0.0324
H 0.6594 3.9825 -0.1225 0.3671 2.0696 2.3643
H 1.7310 5.1688 -0.6524 0.3145 0.9038 -0.0061
H 2.3405 3.6276 -0.1487 0.1428 0.5786 0.0080
H -2.1053 4.6649 3.7488 -0.4408 0.1883 0.3918
H -2.2548 5.6928 2.2932 0.4409 0.1017 0.0179
H -2.6008 3.9744 2.2130 1.6323 1.2416 0.9683
H 0.3315 2.4520 1.7379 -0.3202 1.5249 0.8772
H -1.2591 2.3581 2.4779 0.0191 1.8860 -0.5100
H 0.1423 2.6078 3.4794 0.8818 3.7312 -0.5678
O 7.3191 -2.1190 -2.7221 1.0959 0.3917 0.7402
P 6.7842 -1.5431 -1.4814 -0.4166 1.6319 2.7733
N 8.0595 -0.9259 -0.4632 0.0474 -0.4604 -2.2725
C 9.2904 -1.7417 -0.3930 -0.5882 -0.0799 0.1160
C 7.8871 -0.0785 0.6763 -0.2387 0.3007 -0.4339
N 5.9740 -2.6701 -0.4394 0.2675 1.7030 0.2149
C 4.9845 -2.3278 0.6161 0.6911 -0.5094 -0.5585
C 6.0508 -4.0789 -0.7688 -0.4774 -0.6034 -0.9036
N 5.6659 -0.2045 -1.7112 1.1861 -0.5314 0.0738
C 6.2317 0.9420 -2.4540 0.2566 0.2350 0.6594
C 4.2949 -0.4804 -2.2162 5.6380 -2.4681 -0.7605
H 10.1284 -1.2512 0.1023 -0.2638 0.7638 -0.0663
H 9.6675 -2.0277 -1.3748 -0.4217 -0.2820 0.0504
H 9.1003 -2.5812 0.2757 0.0672 -0.6702 -0.2744
H 7.5428 -0.6205 1.5571 -0.0510 -0.0619 0.4046
H 7.2226 0.7472 0.4218 0.4592 -0.9499 0.2379
H 8.8606 0.3756 0.8611 -0.0557 0.0897 0.3634
H 4.8405 -1.2601 0.7814 0.5721 -0.1396 -0.1135
H 4.0040 -2.7144 0.3381 0.9658 -0.4952 0.5811
H 5.2081 -2.8390 1.5524 0.3978 0.1651 0.1709
H 5.1780 -4.2390 -1.4019 0.5586 -1.0194 -0.0578
H 6.9647 -4.3458 -1.2994 -0.0301 0.4562 -0.2748
H 6.0306 -4.8257 0.0248 -0.1801 0.6442 0.8174
H 6.5973 0.6967 -3.4511 -0.0081 -0.1238 -0.0669
H 5.4526 1.7008 -2.5269 -0.1031 -0.0591 -0.1980
H 7.0136 1.4192 -1.8633 0.2276 -0.2400 -0.2298
H 3.7576 -0.9753 -1.4072 1.9734 -0.4044 -0.3270
H 4.3344 -1.1615 -3.0663 -0.3268 0.2721 -0.0062
H 3.6806 0.3934 -2.4335 4.2362 -0.5450 -2.2855
O -2.3679 -2.4803 -0.6955 -6.4753 -6.1280 -4.1140
P -3.5389 -3.3920 -0.5019 -2.6561 -1.2936 0.1043
N -4.8616 -3.1896 -1.6354 1.4302 1.0580 0.3517
C -5.9492 -4.1395 -1.6509 -0.1065 -0.5467 -0.2602
C -4.7099 -2.3664 -2.8665 0.8032 -1.0736 0.9344
N -4.3248 -3.1191 1.0055 0.5426 -1.3790 -0.7415
C -4.2492 -1.8159 1.7040 -2.8178 -5.7746 -2.3353
C -5.1649 -4.1178 1.6751 0.0845 0.5115 0.7472
N -3.1033 -5.0622 -0.5273 -0.6768 1.0874 1.2388
C -2.7459 -5.6710 -1.7889 -1.7408 0.8911 -0.9285
C -2.4626 -5.6569 0.6477 0.3532 0.7905 0.1113
H -5.5772 -5.1002 -2.0069 -0.1651 -0.5188 0.4926
H -6.7365 -3.9222 -2.3728 0.2322 0.7209 -0.1841
H -6.4880 -4.1900 -0.7047 0.3651 -0.3156 0.1793
H -4.2613 -2.9997 -3.6319 -0.0645 0.2262 -0.5042
H -4.0394 -1.5362 -2.6445 -0.2462 -0.9659 -0.2343
H -5.6661 -1.9702 -3.2083 -0.0425 -0.1041 0.1894
H -3.2663 -1.3586 1.5902 0.3708 -7.5267 -2.9563
H -5.0511 -1.1425 1.4013 0.4544 0.1599 -0.9496
H -4.5591 -1.9222 2.7436 1.0093 -0.5446 0.3365
H -4.8565 -4.1097 2.7205 0.3221 -0.4314 0.2456
H -6.2062 -3.8140 1.7824 -0.3173 0.0988 -0.6643
H -5.1162 -5.1426 1.3069 0.1342 0.2945 -0.3080
H -3.3410 -6.5792 -1.8849 0.6397 -0.4477 -0.1336
H -3.1884 -4.9941 -2.5198 -0.0215 -0.0508 -0.5075
H -1.7054 -5.7377 -2.1066 0.2434 -0.3571 0.6587
H -2.4006 -6.7422 0.5674 -0.1387 0.0706 -0.0941
H -2.9505 -5.3690 1.5789 -0.2066 -0.1716 -0.1430
H -1.4612 -5.2310 0.7107 0.1801 -0.6695 0.3715
O 2.1293 -5.6909 -3.0743 1.0627 1.8621 -1.0302
P 2.8216 -4.4023 -3.4857 0.2667 -1.6653 -0.6822
N 2.3361 -3.0516 -2.5573 -0.1478 0.1569 -1.0079
C 0.9811 -2.4195 -2.7291 1.0289 -1.3363 -1.3901
C 2.6893 -3.2098 -1.1373 4.6057 -5.5956 -5.1495
N 2.6790 -3.9920 -5.1659 -0.7133 -2.5038 1.2979
C 2.2114 -4.8739 -6.2468 -0.3105 -0.6385 1.0683
C 2.8386 -2.6804 -5.5947 -0.2928 1.9562 0.3493
N 4.5358 -4.5092 -3.3827 -1.6996 0.1731 2.0940
C 5.3272 -3.3840 -3.8272 -0.3929 -0.6377 -0.9152
C 5.1537 -5.8185 -3.4692 -0.3283 0.1611 -1.0398
H 0.8835 -1.5020 -2.1487 -0.0131 -0.0208 -0.2244
H 0.2452 -3.1438 -2.3798 -0.0214 0.3437 -1.4987
H 0.8108 -2.1801 -3.7788 0.0136 0.0274 0.0066
H 2.5378 -2.2654 -0.6144 4.5063 -7.9282 -7.2813
H 3.7629 -3.3822 -1.0614 -0.4028 -0.7139 -0.8219
H 2.1598 -3.9694 -0.5622 2.5024 1.8718 -2.2799
H 1.3108 -4.4890 -6.7252 -0.0642 0.3985 -0.1036
H 2.9520 -5.0780 -7.0200 0.3240 0.3983 0.0236
H 1.9182 -5.8543 -5.8713 0.1312 0.0434 0.3633
H 3.1144 -2.0234 -4.7698 0.1780 -0.0201 -0.0069
H 3.6051 -2.5721 -6.3621 -0.2215 0.1291 -0.3498
H 1.8387 -2.3453 -5.8704 0.0444 0.6963 -0.9311
H 6.3538 -3.3398 -3.4635 -0.7099 -0.7775 -0.0448
H 5.3740 -3.4291 -4.9153 0.0952 0.3367 -0.4773
H 4.8560 -2.4492 -3.5239 0.2390 -0.6584 -0.2786
H 6.1437 -5.9321 -3.0277 -0.0714 0.5553 0.5957
H 5.3480 -5.9425 -4.5346 0.0028 -0.7884 -0.3720
H 4.4877 -6.5925 -3.0877 0.0239 0.1034 -0.1312
C -0.2795 -3.6321 -0.4058 1.3550 -2.5698 1.2704
C 0.8573 -4.5176 -0.0509 -1.6403 -2.4448 1.8562
N 1.7452 -5.1932 0.2700 -2.5893 -1.1649 1.2064
H -1.0651 -4.2344 -0.8619 0.7190 0.2979 -0.3128
H 0.0860 -2.8284 -1.0451 -0.3859 -1.3617 0.9006
H -0.7118 -3.2029 0.4981 0.5746 -0.7115 0.0219
C 0.3657 2.9532 -2.0614 1.6097 0.6580 -2.6222
C 1.6659 2.7746 -2.7970 -4.7513 1.5861 2.4476
N 2.6137 2.5905 -3.3681 3.4579 -0.4837 -2.0578
H 0.5459 3.3277 -1.0537 -0.7427 -1.2248 -2.4729
H -0.2015 2.0325 -2.1981 1.4939 0.9813 0.9774
H -0.3179 3.6540 -2.5407 1.3175 0.1218 -0.4291
C 4.8620 1.4695 1.1661 0.2969 -0.8207 -0.5644
C 6.0275 2.2247 0.6280 -2.4294 -0.2000 1.1518
N 6.9145 2.7980 0.1998 0.5729 0.9183 -0.2898
H 4.4529 1.7278 2.1428 0.3601 0.7025 -0.2714
H 5.1186 0.4135 1.2494 0.6641 0.1817 0.1966
H 4.0667 1.3651 0.4281 -0.1655 0.7828 -0.0463
C 0.5171 -1.4627 6.9929 0.8654 0.2883 -0.1858
C -0.0406 -0.6311 5.8957 1.4499 -2.7220 3.0263
N -0.4305 -0.0919 4.9730 2.2293 -1.7204 8.8665
H -0.1558 -1.8890 7.7370 -0.4704 0.3023 -0.4558
H 1.2517 -0.8831 7.5519 -0.1402 0.3460 -0.0006
H 1.1277 -2.2708 6.5900 -0.2501 -0.1232 -0.3017
```
Positions in Å, forces in eV/Å.

Computed properties:
Energy above the lowest of the compared OMol25 structures with the same formula, charge and spin, kJ/mol: 5250.5
LUMO level, eV: -0.270
E_tot, Ha: -6271.2141

---

Entry 2:
Computed, not measured: C3H5NO as an isolated structure at a distorted geometry, with the ωB97M-V functional and the def2-TZVPD basis.

The geometry in XYZ format:
```
10
Properties=species:S:1:pos:R:3:forces:R:3
C -1.2768 0.0476 -0.0506 0.0022 -0.0618 -0.0316
C 0.1049 0.0594 0.5178 -0.1677 0.2325 -0.0581
O 0.9168 -1.3232 -0.3212 0.1928 0.0920 0.0415
C 0.9293 1.1695 0.1710 0.6031 0.6882 -0.1827
N 1.6462 2.0610 -0.0465 -0.6958 -0.8702 0.2127
H -1.3269 0.3031 -1.1158 0.0342 -0.0223 0.1272
H -1.8418 0.8047 0.5087 0.0879 -0.0785 -0.0557
H -1.7640 -0.9152 0.1201 0.0687 0.1515 0.0053
H 0.7901 -1.1824 0.7360 0.0653 -0.0779 -0.0758
H 1.8222 -1.0245 -0.5195 -0.1908 -0.0534 0.0170
```
Positions in Å, forces in eV/Å.

Computed properties:
Energy above the lowest of the compared OMol25 structures with the same formula, charge and spin, kJ/mol: 379.8
LUMO level, eV: 0.012
E_tot, Ha: -247.1626